[1]
C3H9NO3 | ωB97M-V with the def2-TZVPD basis set

HOMO level (spin up / spin down) = -14.9 / -14.9 eV
HOMO-LUMO gap (spin up / spin down) = 10.6 / 5.8 eV
Expectation value of S² = 0.76

```
! RIJCOSX wB97M-V def2-TZVPD def2/J DEFGRID3
* xyz 1 2
O 1.64 0.97 -0.19
C 0.70 0.15 -0.25
N -0.56 0.54 -0.11
C -1.61 -0.05 -0.91
O -1.23 0.16 -2.26
C 1.04 -1.28 -0.54
H -0.63 1.56 -0.02
H -2.53 0.52 -0.73
H -1.74 -1.11 -0.69
H -2.03 0.14 -2.80
H 0.32 -1.96 -0.11
H 1.95 -1.58 -0.02
H 1.21 -1.38 -1.61
H 1.28 1.79 3.05
H 1.43 0.45 3.71
O 0.75 1.09 3.46
*
```

[2]
C22H24BN4O6Ru | ωB97M-V with the def2-TZVPD basis set

HOMO level (spin up / spin down) = -8.0 / -7.9 eV
HOMO-LUMO gap (spin up / spin down) = 8.0 / 7.1 eV
Expectation value of S² = 0.76

```
! RIJCOSX wB97M-V def2-TZVPD def2/J DEFGRID3
* xyz 0 2
Ru -0.39 1.70 1.91
O -0.01 1.89 4.04
N 1.23 1.92 4.35
N 1.99 1.48 3.43
O 1.54 1.01 2.29
C 3.40 1.46 3.64
C 4.22 1.10 2.58
C 5.59 1.07 2.76
C 6.14 1.40 3.99
C 5.32 1.76 5.04
C 3.94 1.79 4.88
H 3.76 0.85 1.63
H 6.23 0.79 1.93
H 7.22 1.38 4.12
H 5.74 2.02 6.00
H 3.29 2.07 5.69
O -0.14 5.60 0.94
C -0.39 4.43 1.12
O 0.43 3.52 1.53
C -1.79 3.92 0.81
C -2.73 4.73 0.19
C -3.94 4.19 -0.19
C -4.17 2.84 0.05
C -3.19 2.09 0.67
N -2.04 2.63 1.08
H -2.46 5.76 0.01
H -4.69 4.79 -0.68
H -5.09 2.36 -0.26
H -3.32 1.03 0.86
C -1.27 -3.31 -5.30
C -1.26 -3.79 -3.84
C -2.69 -4.15 -3.45
C -0.40 -5.06 -3.73
C -0.67 -2.70 -2.94
C 0.63 -2.26 -3.18
C 1.25 -1.27 -2.42
C 0.51 -0.73 -1.39
O 0.85 0.25 -0.49
B -0.26 0.43 0.34
O -1.29 -0.45 -0.07
C -0.78 -1.15 -1.14
C -1.40 -2.13 -1.89
H -1.69 -4.08 -5.94
H -0.26 -3.08 -5.65
H -1.88 -2.41 -5.40
H -3.06 -4.93 -4.11
H -3.36 -3.30 -3.53
H -2.75 -4.54 -2.43
H -0.81 -5.85 -4.36
H -0.38 -5.42 -2.70
H 0.63 -4.88 -4.04
H 1.20 -2.69 -3.99
H 2.26 -0.94 -2.62
H -2.41 -2.43 -1.66
N -1.47 0.02 2.73
H -2.27 0.39 3.22
H -0.88 -0.39 3.44
H -1.78 -0.72 2.11
*
```

[3]
C6H5N2S | ωB97M-V with the def2-TZVPD basis set

HOMO level (spin up / spin down) = -14.9 / -14.4 eV
HOMO-LUMO gap (spin up / spin down) = 6.8 / 6.5 eV

```
! RIJCOSX wB97M-V def2-TZVPD def2/J DEFGRID3
* xyz 1 1
C -1.95 0.39 -0.15
C -1.19 -0.25 -1.19
C -1.44 0.50 1.14
C 0.04 -0.67 -0.88
C -0.19 -0.03 1.43
C 0.60 -0.55 0.41
N 4.30 0.85 -1.08
N 3.24 0.55 -0.96
S 2.15 -0.91 0.96
H -3.00 0.72 -0.37
H -1.49 -0.41 -2.13
H -1.88 0.95 2.05
H 0.73 -1.10 -1.72
H 0.09 -0.04 2.49
*
```

[4]
C4H5N3 | ωB97M-V with the def2-TZVPD basis set

HOMO level = -7.7 eV
HOMO-LUMO gap = 8.1 eV
SMILES = C=C=C(N)NC#N

```
! RIJCOSX wB97M-V def2-TZVPD def2/J DEFGRID3
* xyz 0 1
C -0.44 0.20 -0.35
C 0.09 -0.69 0.46
N -1.77 0.49 -0.31
C 0.35 -1.84 1.03
N 0.46 0.87 -1.12
C 1.74 1.03 -0.45
N 2.79 1.41 -0.12
H -2.25 0.09 0.48
H -2.01 1.46 -0.48
H 0.10 1.63 -1.67
H 1.23 -1.96 1.65
H -0.29 -2.70 0.88
*
```

[5]
C3H9NO2 | ωB97M-V with the def2-TZVPD basis set

HOMO level = -9.3 eV
HOMO-LUMO gap = 9.9 eV
SMILES = CC(=O)O.CN

```
! RIJCOSX wB97M-V def2-TZVPD def2/J DEFGRID3
* xyz 0 1
C 1.94 -0.53 -2.12
N 1.03 -0.61 -3.28
H -1.15 0.76 -0.14
H 0.09 -0.59 -2.88
H 1.16 -1.51 -3.72
H 1.57 0.13 -1.34
H 3.01 -0.50 -2.30
H 1.84 -1.51 -1.65
C -1.14 0.50 3.07
C -1.70 0.79 1.74
O -0.80 0.56 0.73
O -2.72 1.35 1.45
H -0.97 1.36 3.74
H -0.25 -0.13 3.11
H -1.92 -0.07 3.58
*
```

[6]
C6H6Cl2InO4Pm | ωB97M-V with the def2-TZVPD basis set

HOMO level (spin up / spin down) = -22.4 / -22.5 eV
HOMO-LUMO gap (spin up / spin down) = 5.0 / 5.1 eV
Expectation value of S² = 6.01

```
! RIJCOSX wB97M-V def2-TZVPD def2/J DEFGRID3
* xyz 4 5
In -6.44 -3.22 -1.49
Pm -0.10 -0.21 0.27
Cl -5.41 -5.23 -0.64
Cl -1.29 1.87 0.82
C 1.19 1.32 -1.52
C -8.31 -4.69 -2.42
C -7.87 -1.60 -2.69
O 2.14 1.97 -1.60
O -9.12 -5.41 -2.83
O -8.54 -0.86 -3.26
C 4.11 0.23 0.81
C 2.93 1.03 1.15
C 3.01 2.40 1.64
O 1.75 0.46 1.04
H 5.02 0.73 1.17
H 4.25 0.04 -0.27
H 4.04 -0.74 1.31
H 2.67 3.18 0.93
H 2.40 2.50 2.54
H 4.05 2.65 1.90
*
```

| no. | strongest force on any atom (Eh/bohr) |
| --- | --- |
| 1 | 0.0298 |
| 2 | 0.0106 |
| 3 | 0.0924 |
| 4 | 0.0696 |
| 5 | 0.0677 |
| 6 | 0.1116 |